C7H20FeN8O9 as an isolated structure, computed with ωB97M-V with the def2-TZVPD basis set.

Element x y z (Å)
1 Fe -0.378 -0.287 0.008
2 O -2.293 -3.510 2.812
3 C -3.240 -2.554 2.771
4 C -3.016 -1.405 1.701
5 O -1.784 -1.080 1.350
6 H -3.231 -2.115 3.786
7 H -4.255 -2.990 2.681
8 H -3.631 -0.555 2.074
9 H -3.566 -1.744 0.795
10 C 1.876 -1.768 1.369
11 O 3.053 -1.333 1.031
12 O 1.560 -2.054 2.559
13 O 0.934 -1.871 0.428
14 C -0.308 -2.333 -2.359
15 O -0.616 -1.288 -1.828
16 N 0.732 -3.079 -1.864
17 N -1.103 -2.993 -3.273
18 H 1.040 -3.914 -2.320
19 H 1.008 -2.820 -0.899
20 H -1.880 -2.448 -3.611
21 H -0.929 -3.841 -3.772
22 C -1.632 2.516 -1.040
23 O -1.642 1.293 -1.141
24 N -2.770 3.286 -0.932
25 N -0.491 3.259 -1.065
26 H -2.641 4.261 -1.166
27 H -3.639 2.811 -0.786
28 H -0.546 4.257 -0.913
29 H 0.402 2.826 -1.228
30 C 0.879 1.663 2.249
31 O 0.101 1.096 1.480
32 N 2.111 1.217 2.559
33 N 0.653 2.997 2.555
34 H 2.415 0.283 2.231
35 H 2.724 1.694 3.191
36 H 1.422 3.551 2.869
37 H -0.265 3.350 2.363
38 C 2.375 0.775 -1.566
39 O 1.231 0.631 -1.174
40 N 3.415 0.140 -0.955
41 N 2.670 1.455 -2.733
42 H 4.315 0.253 -1.383
43 H 3.249 -0.646 -0.313
44 H 2.056 1.529 -3.524
45 H 3.635 1.483 -3.016

Atoms 1-3, force components in eV/Å:
-1.344 -2.393 2.034
-0.437 -0.597 -0.617
2.227 -0.718 0.729

The spin multiplicity is 5. Its total charge is -2. As for the expectation value of S²: 6.008. The HOMO-LUMO gap (spin up / spin down) is 2.0 / 2.0 eV.

Charge distribution, Löwdin scheme, values in e:
1 Fe 0.7902
2 O -0.3788
3 C -0.5646
4 C -0.4844
5 O -0.2901
6 H 0.0362
7 H 0.0331
8 H 0.0486
9 H 0.0577
10 C -0.8511
11 O -0.1689
12 O -0.0575
13 O -0.1952
14 C -0.6162
15 O -0.0008
16 N 0.1591
17 N 0.1390
18 H 0.0729
19 H 0.0619
20 H 0.0876
21 H 0.0737
22 C -0.6317
23 O 0.0273
24 N 0.1427
25 N 0.1633
26 H 0.0803
27 H 0.1004
28 H 0.0869
29 H 0.0806
30 C -0.5857
31 O -0.0049
32 N 0.1979
33 N 0.1293
34 H 0.0914
35 H 0.0886
36 H 0.0687
37 H 0.0869
38 C -0.6137
39 O -0.0077
40 N 0.1731
41 N 0.1264
42 H 0.0744
43 H 0.0152
44 H 0.0883
45 H 0.0694

***

C16H31IrN9O3S2Se as an isolated structure, computed with ωB97M-V with the def2-TZVPD basis set.

Element x y z (Å)
1 Ir -0.690 -0.175 0.174
2 C 4.870 1.095 0.124
3 N 3.785 0.187 -0.200
4 C 4.150 -1.215 -0.280
5 C 2.469 0.513 -0.075
6 N 1.522 -0.353 0.005
7 N 2.182 1.867 -0.113
8 C 0.970 2.502 0.043
9 N 1.070 3.859 -0.008
10 N -0.149 1.888 0.152
11 H 5.799 0.666 -0.244
12 H 4.961 1.245 1.204
13 H 4.761 2.064 -0.363
14 H 5.141 -1.293 -0.720
15 H 3.458 -1.746 -0.932
16 H 4.163 -1.695 0.701
17 H 1.828 -1.311 0.108
18 H 2.968 2.483 -0.258
19 H 1.952 4.327 0.123
20 H 0.241 4.406 0.150
21 H -0.945 2.498 0.302
22 O -3.483 -0.108 1.865
23 N -3.623 0.515 0.828
24 O -2.745 0.590 -0.052
25 O -0.764 0.138 2.516
26 S -1.530 -0.794 3.414
27 C -0.217 -1.367 4.566
28 C 0.019 -0.198 5.497
29 C -1.375 0.212 5.960
30 C -2.236 0.323 4.708
31 H 0.647 -1.653 3.974
32 H -0.614 -2.230 5.093
33 H 0.484 0.617 4.940
34 H 0.663 -0.460 6.336
35 H -1.361 1.153 6.509
36 H -1.772 -0.557 6.625
37 H -2.214 1.316 4.265
38 H -3.270 0.030 4.871
39 S -0.045 -3.080 0.262
40 C -1.412 -2.129 0.242
41 C -2.140 -0.808 -2.812
42 C -2.200 -0.784 -4.367
43 N -0.932 -0.322 -4.885
44 C -0.674 1.022 -4.423
45 C -0.620 1.026 -2.870
46 N -0.832 -0.331 -2.371
47 C 0.203 -1.213 -2.905
48 C 0.127 -1.209 -4.457
49 H -2.286 -1.822 -2.440
50 H -2.905 -0.165 -2.377
51 H -2.983 -0.113 -4.724
52 H -2.392 -1.780 -4.769
53 H -1.467 1.673 -4.792
54 H 0.271 1.361 -4.852
55 H -1.398 1.664 -2.449
56 H 0.353 1.372 -2.518
57 H 0.046 -2.216 -2.505
58 H 1.172 -0.848 -2.563
59 H -0.084 -2.205 -4.846
60 H 1.064 -0.863 -4.895
61 Se -5.500 -2.666 -0.006
62 C -3.838 -2.486 0.367
63 N -2.642 -2.417 0.146

Atoms 1-3, force components in eV/Å:
-2.507 1.032 -0.921
0.007 0.236 0.218
-0.144 0.001 -0.246

Its total charge is +1. The HOMO-LUMO gap is 6.7 eV.

Charge distribution, Löwdin scheme, values in e:
1 Ir 1.2288
2 C -0.0306
3 N -0.1471
4 C -0.0301
5 C -0.3931
6 N 0.0306
7 N 0.1673
8 C -0.4762
9 N 0.1719
10 N 0.0098
11 H 0.0967
12 H 0.1068
13 H 0.0826
14 H 0.0961
15 H 0.0915
16 H 0.1086
17 H -0.0147
18 H 0.1241
19 H 0.1119
20 H 0.1183
21 H 0.0928
22 O -0.1580
23 N -0.2096
24 O -0.2238
25 O -0.6197
26 S 0.9713
27 C -0.2944
28 C -0.2441
29 C -0.2257
30 C -0.2700
31 H 0.0938
32 H 0.0990
33 H 0.1121
34 H 0.1194
35 H 0.1190
36 H 0.1174
37 H 0.0998
38 H 0.0947
39 S 0.6014
40 C -0.9435
41 C -0.1381
42 C -0.1308
43 N -0.1739
44 C -0.1385
45 C -0.1526
46 N -0.1942
47 C -0.1547
48 C -0.1365
49 H 0.1152
50 H 0.1119
51 H 0.1251
52 H 0.1254
53 H 0.1237
54 H 0.1219
55 H 0.1165
56 H 0.1024
57 H 0.0904
58 H 0.1014
59 H 0.1247
60 H 0.1217
61 Se 0.8047
62 C -0.7101
63 N -0.0408

***

C4H9NS as an isolated structure, computed with ωB97M-V with the def2-TZVPD basis set.

Element x y z (Å)
1 C -1.370 -0.459 0.527
2 C -2.744 -1.074 0.637
3 C 2.553 0.294 -0.022
4 C 1.699 1.425 -0.616
5 N -0.321 -0.399 1.051
6 S 0.277 1.217 -1.507
7 H -1.277 0.056 -0.710
8 H -3.061 -0.421 1.506
9 H -3.294 -0.753 -0.172
10 H -2.799 -2.232 0.866
11 H 3.366 0.068 -0.590
12 H 1.910 -0.597 -0.040
13 H 2.816 0.520 1.028
14 H 1.736 2.435 -0.174
15 H 0.509 -0.081 -1.785

Atoms 1-3, force components in eV/Å:
-1.637 -0.805 -3.968
1.113 -0.660 3.721
-3.532 0.860 1.226

The relative energy (zero: lowest compared OMol25 entry of this formula, charge and spin) comes out at 123.78 kcal per mole. The HOMO-LUMO gap (spin up / spin down) is 6.4 / 8.8 eV.

Charge distribution, Löwdin scheme, values in e:
1 C -0.4715
2 C -0.0819
3 C -0.1711
4 C -0.5569
5 N 0.1256
6 S 0.7596
7 H 0.0577
8 H 0.0942
9 H 0.0179
10 H 0.1247
11 H 0.0208
12 H 0.0366
13 H 0.0829
14 H 0.0415
15 H -0.0800

***

C39H44Cl2N3OP3Pb as an isolated structure, computed with ωB97M-V with the def2-TZVPD basis set.

Element x y z (Å)
1 P -5.256 -1.315 3.370
2 C -6.170 -0.111 4.392
3 C -7.545 0.142 4.276
4 H -8.131 -0.398 3.538
5 C -8.166 1.078 5.104
6 H -9.233 1.261 4.998
7 C -7.429 1.771 6.062
8 H -7.917 2.499 6.706
9 C -6.059 1.530 6.185
10 H -5.477 2.070 6.928
11 C -5.431 0.611 5.356
12 H -4.364 0.434 5.444
13 C -6.507 -1.752 2.112
14 C -6.606 -0.913 0.981
15 H -5.939 -0.059 0.896
16 C -7.547 -1.167 -0.008
17 H -7.616 -0.505 -0.868
18 C -8.394 -2.272 0.093
19 H -9.124 -2.474 -0.688
20 C -8.296 -3.116 1.196
21 H -8.950 -3.981 1.281
22 C -7.363 -2.859 2.201
23 H -7.300 -3.520 3.061
24 C -5.283 -2.796 4.439
25 C -6.056 -2.913 5.604
26 H -6.688 -2.088 5.915
27 C -6.022 -4.085 6.362
28 H -6.626 -4.158 7.262
29 C -5.223 -5.156 5.968
30 H -5.199 -6.068 6.560
31 C -4.447 -5.050 4.812
32 H -3.818 -5.881 4.501
33 C -4.466 -3.882 4.059
34 H -3.851 -3.797 3.168
35 Pb 0.136 0.053 0.008
36 C -0.358 -1.502 -1.504
37 C -1.447 -2.235 -1.408
38 H 0.400 -1.533 -2.245
39 C -2.419 -1.981 -0.275
40 O -2.606 -3.208 0.462
41 H -3.280 -3.034 1.159
42 C -1.862 -0.935 0.609
43 H -3.382 -1.608 -0.650
44 C -1.537 -0.113 1.478
45 Cl 2.040 0.442 -1.400
46 Cl 0.711 1.947 1.534
47 P -1.054 1.845 -1.319
48 C 0.083 3.181 -1.654
49 H 0.910 2.833 -2.288
50 H 0.508 3.561 -0.714
51 H -0.474 3.978 -2.168
52 C -1.683 1.290 -2.893
53 H -2.433 0.493 -2.765
54 H -0.864 0.893 -3.512
55 H -2.151 2.138 -3.422
56 C -2.418 2.541 -0.396
57 H -2.061 2.918 0.574
58 H -3.204 1.792 -0.210
59 H -2.851 3.376 -0.971
60 P -1.754 -3.568 -2.579
61 C -0.645 -3.398 -3.956
62 C -3.445 -3.479 -3.145
63 H 0.407 -3.499 -3.643
64 H -0.769 -2.424 -4.459
65 H -0.863 -4.198 -4.685
66 H -4.142 -3.591 -2.301
67 H -3.631 -4.300 -3.859
68 H -3.645 -2.522 -3.651
69 C -1.503 -5.162 -1.823
70 H -0.458 -5.273 -1.499
71 H -1.735 -5.959 -2.550
72 H -2.155 -5.270 -0.943
73 H -1.679 0.403 2.403
74 N 10.945 -1.016 0.341
75 C 9.872 -1.194 0.644
76 C 8.467 -1.381 1.009
77 C 7.592 -2.146 0.235
78 C 6.221 -2.182 0.498
79 C 5.683 -1.463 1.552
80 C 6.586 -0.718 2.369
81 C 7.954 -0.672 2.105
82 N 4.300 -1.100 1.581
83 C 4.199 0.303 1.699
84 C 2.927 0.653 1.325
85 N 2.196 -0.491 1.182
86 C 2.986 -1.510 1.215
87 H 7.992 -2.671 -0.643
88 H 5.544 -2.707 -0.192
89 H 6.250 -0.069 3.185
90 H 8.618 -0.029 2.700
91 H 4.990 0.994 1.787
92 H 2.923 1.693 1.150
93 H 2.753 -2.519 0.919

Atoms 1-3, force components in eV/Å:
-0.103 -0.080 0.134
-0.064 0.716 0.423
0.359 -0.023 0.109

Its total charge is +2. The relative energy (zero: lowest compared OMol25 entry of this formula, charge and spin) comes out at 78.13 kcal per mole. The HOMO-LUMO gap is 5.6 eV.

Charge distribution, Löwdin scheme, values in e:
1 P 1.0477
2 C -0.4035
3 C -0.0817
4 H 0.1016
5 C -0.0685
6 H 0.1109
7 C -0.0701
8 H 0.1112
9 C -0.0791
10 H 0.1088
11 C -0.1146
12 H 0.0935
13 C -0.4121
14 C -0.1355
15 H 0.0846
16 C -0.0965
17 H 0.1021
18 C -0.0797
19 H 0.1093
20 C -0.0670
21 H 0.1124
22 C -0.0756
23 H 0.1055
24 C -0.4000
25 C -0.0720
26 H 0.1054
27 C -0.0614
28 H 0.1131
29 C -0.0702
30 H 0.1113
31 C -0.0834
32 H 0.1054
33 C -0.1206
34 H 0.0690
35 Pb 0.7084
36 C -0.1651
37 C -0.3546
38 H 0.0156
39 C -0.3410
40 O -0.0061
41 H 0.0998
42 C -0.1195
43 H 0.1670
44 C -0.0054
45 Cl 0.1789
46 Cl 0.2303
47 P 0.6720
48 C -0.2643
49 H 0.0356
50 H 0.0372
51 H 0.0735
52 C -0.2324
53 H 0.0479
54 H 0.0652
55 H 0.0771
56 C -0.2346
57 H 0.0565
58 H 0.0536
59 H 0.0751
60 P 0.8749
61 C -0.1680
62 C -0.1575
63 H 0.0825
64 H 0.0824
65 H 0.0886
66 H 0.0787
67 H 0.0859
68 H 0.0785
69 C -0.1554
70 H 0.0837
71 H 0.0865
72 H 0.0696
73 H 0.1033
74 N 0.1817
75 C -0.1700
76 C -0.2049
77 C -0.0121
78 C -0.0077
79 C -0.1882
80 C -0.0173
81 C -0.0052
82 N 0.0459
83 C -0.0188
84 C -0.3781
85 N -0.1551
86 C -0.0958
87 H 0.1325
88 H 0.1228
89 H 0.1240
90 H 0.1376
91 H 0.1226
92 H 0.0426
93 H 0.1388

***

A 2-piece molecular cluster, C3H7N2O overall, computed with ωB97M-V with the def2-TZVPD basis set.

Element x y z (Å)
1 C 0.923 1.131 -0.521
2 C 2.013 0.845 0.220
3 C 0.329 -0.147 -0.860
4 N 1.227 -1.084 -0.264
5 N -1.305 -0.485 0.479
6 O 2.182 -0.447 0.449
7 H 0.772 1.993 -1.127
8 H 2.760 1.523 0.569
9 H -0.253 -0.370 -1.697
10 H 1.275 -2.122 -0.362
11 H -1.623 -1.433 0.512
12 H -2.067 0.055 0.362
13 H -0.975 -0.208 1.338

Atoms 1-3, force components in eV/Å:
-0.231 -1.724 -1.212
-0.361 0.607 -0.251
4.126 -1.030 3.101

Its total charge is +1. The relative energy (zero: lowest compared OMol25 entry of this formula, charge and spin) comes out at 82.22 kcal per mole. The HOMO-LUMO gap is 10.2 eV.

Charge distribution, Löwdin scheme, values in e:
1 C 0.0017
2 C -0.0518
3 C -0.0014
4 N 0.0511
5 N 0.1470
6 O 0.0574
7 H 0.1221
8 H 0.1518
9 H 0.1258
10 H 0.2102
11 H 0.0908
12 H 0.0392
13 H 0.0561